This record from OMol25 describes 2 unconnected molecules or ions with the total composition C3H11N2 in a non-equilibrium geometry. The level of theory is ωB97M-V with the def2-TZVPD basis set.

- LUMO energy: -3.03 eV
- ΔE to the lowest compared entry with this formula, charge and spin: 26.0 kcal/mol
- E_HOMO: -14.49 eV
- Charge: +1
- Electronic energy: -6262.4551 eV

```
16
C3H11N2 | OMol25 | ωB97M-V with the def2-TZVPD basis set
C -0.9067 -1.5937 -2.5682
N -1.1024 -0.8004 -1.6087
H -1.5373 -1.5948 -3.4560
H -0.1399 -2.3571 -2.4692
H 0.3046 0.0888 -0.2262
H -1.7805 -0.0766 -1.8472
C 1.0979 -0.4417 1.5479
N 0.1289 0.3514 0.7466
C 0.1848 1.8412 0.9193
H 2.0933 -0.0526 1.3774
H 0.8480 -0.4419 2.6040
H 1.0116 -1.4706 1.2016
H -0.8309 0.0448 0.8963
H 1.0154 2.1889 0.3209
H 0.3686 2.0446 1.9696
H -0.7555 2.2697 0.5919
```